Record 1
This record from the OMol25 dataset describes a molecular structure, C26H36N5O3SbSn at a distorted geometry. The level of theory is the ωB97M-V functional and the def2-TZVPD basis.

Values from the calculation:
gap between HOMO and LUMO	6.51	eV
total charge	+2
HOMO energy	-12.7	eV

CARTESIAN COORDINATES (ANGSTROEM)
Sn 12.8569 9.8134 11.6267
O 16.3723 9.5942 10.6173
C 16.8778 10.4061 11.5609
C 17.8992 10.0475 12.3965
C 18.4200 10.9499 13.3539
C 17.8420 12.2018 13.4323
C 16.7517 12.5655 12.6055
C 16.2401 11.6999 11.6858
C 15.1068 11.9866 10.8894
N 13.8795 11.9056 11.3895
C 12.8869 12.9660 11.1283
C 11.8014 12.7481 12.1497
N 11.2135 11.4199 11.9062
C 10.2017 11.1263 12.7386
C 9.5600 9.8929 12.8483
C 8.6180 9.8258 13.9034
C 7.9668 8.6451 14.1725
C 8.2454 7.4928 13.3751
C 9.1668 7.5565 12.3517
C 9.8929 8.7262 12.0933
O 10.8486 8.7837 11.1906
H 18.3468 9.0890 12.2274
H 19.2485 10.6456 13.9620
H 18.2229 12.9260 14.1374
H 16.2928 13.5381 12.8365
H 15.2484 12.0633 9.7742
H 12.5267 12.9291 10.1083
H 13.4225 13.9583 11.3111
H 11.0022 13.5495 12.1476
H 12.2500 12.7667 13.1484
H 9.8579 11.9138 13.4259
H 8.4079 10.7348 14.4928
H 7.2931 8.5759 15.0204
H 7.7886 6.5406 13.5993
H 9.3952 6.7020 11.6636
C 19.8460 8.4508 9.8153
C 18.9340 7.3137 10.3049
Sb 16.8665 7.7697 9.7678
C 16.7604 7.1990 7.6180
C 17.8013 6.2419 7.0178
C 15.4364 6.7373 11.0019
C 15.7130 5.2291 11.0314
H 20.9098 8.3075 10.1458
H 19.5088 9.4446 10.1033
H 19.8645 8.4589 8.7062
H 19.0486 7.1136 11.3691
H 19.2041 6.4281 9.7028
H 16.6746 8.1547 7.0752
H 15.7663 6.7479 7.5657
H 18.7939 6.5418 7.3742
H 17.8509 6.2247 5.9272
H 17.6059 5.1896 7.3236
H 14.4473 6.8815 10.6250
H 15.5584 7.2183 12.0151
H 15.6480 4.7336 10.0236
H 14.9500 4.6379 11.6197
H 16.7032 5.0181 11.4204
C 10.0481 9.5246 6.8232
N 11.3010 9.7507 7.4598
C 12.5846 9.2146 7.0521
C 13.4116 9.3757 8.3539
O 14.5821 8.9900 8.4779
N 12.5850 10.0093 9.3239
C 11.3792 10.2238 8.7116
N 10.4129 10.9323 9.2706
H 10.1668 8.9895 5.8823
H 9.5139 10.4818 6.6329
H 9.4224 8.8556 7.4448
H 12.9979 9.7956 6.1822
H 12.5076 8.1880 6.6703
H 10.5536 11.1231 10.3046
H 9.4715 10.8284 8.9595

---

Record 2
This record from the OMol25 dataset describes 2 unconnected molecules or ions with the total composition C31H49Si at a distorted geometry. The level of theory is the ωB97M-V functional and the def2-TZVPD basis.

Values from the calculation:
gap between HOMO and LUMO	6.07	eV
total charge	+1
HOMO energy	-10.9	eV

CARTESIAN COORDINATES (ANGSTROEM)
C -1.9041 -1.8186 2.0706
C -1.8543 -0.4776 1.3263
C -2.1763 -0.6740 -0.1611
C -2.8514 0.5096 1.9550
Si -0.0760 0.2787 1.4900
C -0.0921 1.8822 0.5239
C 0.2290 0.5905 3.3163
C 1.2876 -0.8938 0.7899
C 2.4841 -0.1380 0.2956
C 3.7564 -0.3852 0.7953
H -1.6898 -1.7044 3.1409
H -2.9103 -2.2529 1.9770
H -1.1910 -2.5465 1.6630
H -2.1636 0.2746 -0.7126
H -1.4698 -1.3563 -0.6520
H -3.1823 -1.1056 -0.2641
H -2.8402 1.4847 1.4520
H -3.8714 0.1066 1.8760
H -2.6453 0.6857 3.0182
H 0.9437 2.2415 0.4409
H -0.4992 1.7433 -0.4895
H -0.6908 2.6391 1.0549
H 1.2731 0.9151 3.4383
H -0.4290 1.3921 3.6881
H 0.0711 -0.3102 3.9295
H 1.5756 -1.5400 1.6397
H 0.7636 -1.5280 0.0485
H 2.2507 0.6953 -0.3811
H 4.1233 0.4367 1.4624
H 4.0035 -1.4527 0.8916
C 11.1161 -2.7490 4.9964
C 10.0107 -2.7286 3.9832
C 10.2831 -2.3442 2.6742
C 9.2924 -2.3808 1.6805
C 9.7433 -1.9491 0.3098
C 7.9757 -2.7679 2.0084
C 6.8697 -2.8939 0.9413
C 7.1656 -4.0817 0.0017
C 6.5554 -1.5976 0.1461
C 5.8764 -0.4909 0.8993
C 6.3767 0.8748 0.7209
C 6.2866 1.7871 1.8162
C 5.9407 1.3022 3.1916
C 6.3595 3.1509 1.5933
C 6.5549 3.6721 0.3078
C 6.5136 5.1534 0.0768
C 6.8335 2.7737 -0.7261
C 6.7424 1.4009 -0.5595
C 6.8959 0.5504 -1.7960
C 7.7038 -3.1710 3.3346
C 6.3363 -3.6562 3.7589
C 8.7113 -3.1172 4.3054
H 10.7367 -3.0314 5.9800
H 11.9007 -3.4611 4.7143
H 11.5958 -1.7686 5.0821
H 11.2893 -2.0127 2.4090
H 9.2456 -2.4843 -0.5083
H 9.6047 -0.8612 0.1711
H 10.8266 -2.1335 0.2014
H 5.9432 -3.1676 1.4663
H 7.1952 -5.0041 0.5970
H 6.3665 -4.2001 -0.7416
H 8.1278 -3.9909 -0.5179
H 7.4985 -1.2053 -0.2467
H 5.9530 -1.8955 -0.7297
H 5.8917 -0.7500 1.9676
H 5.9694 2.1350 3.9013
H 4.9199 0.9067 3.2302
H 6.6128 0.5233 3.5708
H 6.1675 3.8365 2.4234
H 6.7625 5.3850 -0.9683
H 5.5032 5.5382 0.2904
H 7.2103 5.7099 0.7267
H 7.0287 3.1756 -1.7294
H 6.8106 1.2011 -2.6817
H 7.8814 0.0509 -1.8716
H 6.0993 -0.2024 -1.8736
H 6.3544 -3.9080 4.8278
H 5.5652 -2.8797 3.6233
H 6.0175 -4.5657 3.2234
H 8.4721 -3.3991 5.3317

---

Record 3
This record from the OMol25 dataset describes 9 unconnected molecules or ions with the total composition C27H73F3N5O14S at a distorted geometry. The level of theory is the ωB97M-V functional and the def2-TZVPD basis.

Values from the calculation:
gap between HOMO and LUMO	9.09	eV
total charge	-1
HOMO energy	-6.8	eV

CARTESIAN COORDINATES (ANGSTROEM)
C 1.6445 1.0503 1.4953
F 1.7499 -0.2362 2.0547
F 1.7275 1.9212 2.4934
F 2.5548 1.3287 0.5641
S -0.1338 1.2552 0.6479
O -1.0489 1.2106 1.7670
O -0.0666 2.6484 0.0988
O -0.2622 0.1204 -0.3253
C 0.7982 1.4947 -3.7398
C 1.2683 0.2374 -3.1434
O 1.8663 -0.7257 -4.0511
O -0.4586 1.3621 -4.3168
H 1.4825 1.9005 -4.4849
H 0.7773 2.2408 -2.9454
H 0.4380 -0.2303 -2.6142
H 1.9661 0.6222 -2.3998
H 1.8055 -1.6416 -3.7701
H -1.1080 1.1696 -3.6365
C 0.9330 6.2513 1.7196
C 1.1189 6.0488 0.2177
O -0.0772 5.4455 -0.1813
O 0.9514 5.0181 2.3966
H 0.0726 6.8920 1.9127
H 1.7632 6.8204 2.1379
H 2.0361 5.4935 0.0214
H 1.3190 7.0198 -0.2353
H 0.1823 4.5221 -0.1430
H 0.2964 4.5658 1.8600
C -4.8474 2.6892 1.0460
C -4.4435 1.7920 2.1938
O -3.3047 2.1851 2.8759
O -5.0025 4.0091 1.4749
H -5.7561 2.3239 0.5675
H -3.9787 2.5828 0.3963
H -4.3756 0.7932 1.7627
H -5.0728 1.7949 3.0838
H -2.5635 1.8734 2.3514
H -4.1583 4.3190 1.8110
C -3.5627 -5.5424 5.6731
C -3.7373 -4.7165 4.3551
C -2.9926 -3.3435 4.2643
O -3.0067 -2.9269 2.8677
C -2.4811 -1.6172 2.6604
N -3.5021 -5.6813 3.2727
H -2.5239 -5.7211 5.9508
H -3.9770 -6.5466 5.7630
H -3.9923 -4.9069 6.4476
H -4.8202 -4.5987 4.3176
H -1.9460 -3.4446 4.5516
H -3.5344 -2.6282 4.8830
H -1.6503 -1.5343 3.3611
H -3.2049 -0.8553 2.9499
H -2.1645 -1.3992 1.6405
H -3.8314 -6.5723 3.6160
H -2.5192 -5.8227 3.0885
C 5.0792 4.1933 4.0668
C 5.2181 3.6241 2.6849
C 4.7439 4.6429 1.5746
O 5.5244 5.8035 1.6027
C 5.0108 6.8247 0.8107
N 6.5785 3.0712 2.5727
H 4.0304 4.1208 4.3547
H 5.2453 5.2630 3.9395
H 5.7510 3.8997 4.8734
H 4.4880 2.8221 2.5766
H 3.6977 4.9022 1.7368
H 4.9042 4.2474 0.5716
H 4.6853 6.4674 -0.1663
H 5.8208 7.5395 0.6659
H 4.1634 7.3219 1.2827
H 6.6883 3.1428 1.5713
H 7.1190 3.7979 3.0198
C -3.4742 2.4782 -3.3142
C -3.4727 1.2147 -2.4374
C -4.0286 -0.0694 -3.1997
O -5.4104 0.0730 -3.6487
C -6.3802 0.5259 -2.8117
N -2.0535 0.8709 -2.1732
H -2.8316 3.2269 -2.8509
H -4.5070 2.8265 -3.3084
H -2.9288 2.4905 -4.2578
H -4.0608 1.3372 -1.5279
H -3.9035 -0.9935 -2.6353
H -3.4637 -0.2920 -4.1049
H -7.3005 0.3016 -3.3509
H -6.2425 1.5698 -2.5299
H -6.4258 -0.1023 -1.9221
H -1.7481 -0.0871 -2.2679
H -1.5373 1.3780 -1.4686
C -1.1783 -5.1471 -4.4422
C -0.6499 -3.7847 -4.0204
C -1.4878 -3.2386 -2.8247
O -1.6145 -4.1335 -1.7603
C -1.7713 -3.4574 -0.5424
N 0.7316 -3.8900 -3.6163
H -2.2621 -5.1956 -4.5470
H -0.9761 -6.0320 -3.8388
H -0.8774 -5.2731 -5.4823
H -0.8332 -3.1698 -4.9016
H -2.4843 -2.9488 -3.1580
H -1.0191 -2.3330 -2.4394
H -2.0261 -4.1496 0.2602
H -2.6326 -2.7922 -0.6036
H -1.0411 -2.7302 -0.1876
H 1.0477 -4.6569 -4.1925
H 0.4167 -4.1685 -2.6979
C 5.0388 -4.4059 -2.5867
C 4.6524 -3.5925 -1.3305
C 3.9016 -4.3961 -0.2017
O 3.7804 -3.5867 0.9798
C 2.8695 -2.4987 0.8978
N 5.9654 -3.1735 -0.8043
H 4.1347 -4.8214 -3.0318
H 5.6242 -5.2290 -2.1769
H 5.4755 -3.8907 -3.4422
H 4.0771 -2.7470 -1.7078
H 4.3767 -5.3280 0.1048
H 2.9431 -4.8109 -0.5137
H 1.8778 -2.8134 0.5727
H 3.2499 -1.7131 0.2450
H 2.9439 -2.0981 1.9088
H 6.3932 -4.0021 -0.4164
H 5.7280 -2.5356 -0.0580

---

Record 4
This record from the OMol25 dataset describes a gas-phase ion, C4H11N2O (charge +1) at a distorted geometry. The level of theory is the ωB97M-V functional and the def2-TZVPD basis.

Values from the calculation:
gap between HOMO and LUMO	11.63	eV
total charge	+1
HOMO energy	-14.9	eV

CARTESIAN COORDINATES (ANGSTROEM)
C 0.8039 1.8512 0.9019
C -0.3039 0.8681 0.4932
C 0.3016 -0.3442 -0.1701
N 0.6170 -0.0398 -1.6047
C -0.7344 -1.4938 -0.3172
N -1.2058 -1.9992 0.8211
O -1.0996 -1.8482 -1.4225
H 1.6557 1.8341 0.2173
H 1.1999 1.6547 1.9005
H 0.4995 2.8967 0.9087
H -0.9441 0.5740 1.3313
H -1.0180 1.4871 -0.0478
H 1.1465 -0.8139 0.3209
H 0.1657 -0.7922 -2.1750
H 1.6065 -0.0161 -1.8282
H 0.0766 0.7780 -1.8684
H -0.8018 -1.9342 1.7416
H -1.9653 -2.6623 0.7974

---

Record 5
This record from the OMol25 dataset describes a molecular structure, H8O6Ti at a distorted geometry. The level of theory is the ωB97M-V functional and the def2-TZVPD basis.

Values from the calculation:
gap between HOMO and LUMO	8.75	eV
total charge	0
HOMO energy	-8.9	eV

CARTESIAN COORDINATES (ANGSTROEM)
Ti 4.5271 5.0966 4.9438
O 2.9304 6.0018 4.1784
H 2.3691 6.2167 3.4081
O 6.2388 4.4144 5.6446
H 7.1073 3.9734 5.7203
O 3.5802 4.8246 6.6372
H 3.3103 5.1612 7.5138
O 4.0796 3.3884 4.1276
H 3.6032 2.5358 4.1012
O 5.1547 6.9455 5.7053
H 4.8621 7.3176 6.5373
H 5.7419 7.6072 5.3398
O 5.6045 5.6382 3.2580
H 6.3051 5.0710 2.9360
H 5.3685 6.1794 2.5046

---

Record 6
This record from the OMol25 dataset describes 3 unconnected molecules or ions with the total composition C3H6O3 at a distorted geometry. The level of theory is the ωB97M-V functional and the def2-TZVPD basis.

Values from the calculation:
gap between HOMO and LUMO	9.77	eV
total charge	0
HOMO energy	-9.4	eV

CARTESIAN COORDINATES (ANGSTROEM)
C -1.0725 1.0022 2.2298
C -1.2286 1.2247 0.9645
O -1.1926 1.3985 -0.1742
H -1.3317 1.8068 2.9577
H -0.8324 0.0308 2.5520
C 1.0726 -0.4019 -2.6574
O 1.8908 -0.1226 -1.7848
H 0.1901 -0.8385 -2.3806
H 1.1827 0.0648 -3.6605
O 0.4951 -1.5672 1.0024
H -0.3405 -1.2122 0.5656
H 1.1670 -1.3854 0.3855

---

Here are the calculated DFT total energy numbers, same order: -1965.8162 -1499.7815 -3097.2867 -343.5346 -1305.7825 -343.5450 (Eh).
Here are the calculated relative energy (zero: lowest compared OMol25 entry of this formula, charge and spin) numbers, same order: 5.5 66.8 0.0 18.5 0.0 68.7 (kcal/mol).